[1]
DFT (ωB97M-V/def2-TZVPD) results for a structure of composition C20H12N6O4V.

multiplicity	4
HOMO level (spin up / spin down)	-6.02 / -7.70	eV
LUMO level (spin up / spin down)	-1.15 / -1.27	eV

Each line ends with the Löwdin charge.
Atoms and positions in Å:
V  0.888  -0.230  2.500  0.97
C  -0.610  -4.449  2.215  -0.13
C  0.236  -3.418  2.520  -0.13
N  0.178  -2.219  1.911  -0.01
C  -0.771  -2.092  0.920  -0.20
C  -1.655  -3.169  0.669  -0.08
N  -1.595  -4.317  1.286  0.07
C  -0.745  -0.894  0.151  -0.19
C  -1.415  -0.618  -1.065  0.06
C  -0.986  0.419  -1.854  -0.15
C  0.162  1.167  -1.479  0.04
C  0.708  0.921  -0.246  -0.20
N  0.167  0.014  0.588  0.02
C  1.994  1.427  0.259  -0.17
C  2.676  2.507  -0.291  -0.05
N  3.868  2.896  0.141  0.10
C  4.388  2.206  1.147  -0.10
C  3.717  1.143  1.732  -0.07
N  2.526  0.745  1.295  0.05
C  -1.663  0.720  -3.139  -0.18
C  -2.138  -0.288  -3.971  -0.02
C  -2.764  0.057  -5.158  -0.14
N  -2.945  1.312  -5.562  0.06
C  -2.488  2.273  -4.763  -0.14
C  -1.844  2.033  -3.560  -0.02
H  -0.533  -5.400  2.723  0.10
H  0.988  -3.537  3.291  0.11
H  -2.436  -3.048  -0.074  0.11
H  -2.245  -1.230  -1.392  0.12
H  0.610  1.852  -2.185  0.12
H  2.239  3.080  -1.099  0.12
H  5.361  2.505  1.516  0.11
H  4.141  0.616  2.576  0.12
H  -2.001  -1.331  -3.715  0.11
H  -3.135  -0.717  -5.821  0.11
H  -2.643  3.291  -5.103  0.11
H  -1.509  2.862  -2.949  0.11
O  -0.568  -0.676  5.690  0.25
C  -0.727  -0.442  4.571  -0.44
O  -1.156  -0.324  3.469  0.11
C  1.209  1.155  4.081  -0.63
O  1.699  1.447  5.139  0.05
O  0.821  1.751  3.038  -0.09

[2]
DFT (ωB97M-V/def2-TZVPD) results for a structure of composition C20H14BrF9N2O3Re.

net charge	+2
multiplicity	4
HOMO level (spin up / spin down)	-14.22 / -14.53	eV
LUMO level (spin up / spin down)	-7.27 / -9.42	eV

Each line ends with the Löwdin charge.
Atoms and positions in Å:
Re  0.725  -0.728  -1.390  1.37
O  4.744  0.159  -1.800  0.21
C  4.575  0.644  -0.611  -0.20
C  5.284  1.852  -0.313  0.08
C  5.108  2.442  0.900  0.01
C  4.253  1.839  1.846  0.06
C  3.583  0.617  1.573  0.03
C  3.724  0.009  0.367  -0.07
C  3.124  -1.345  0.021  -0.34
O  2.569  -1.268  -1.299  -0.34
N  2.138  -1.803  0.976  0.04
N  0.839  -1.571  0.451  -0.20
C  -0.179  -1.875  1.203  -0.13
C  -1.507  -1.920  0.713  -0.52
Br  -1.613  -1.689  -1.191  1.01
C  -2.577  -2.142  1.520  -0.01
C  -3.978  -2.307  1.282  -0.21
C  -4.565  -2.557  0.028  -0.03
C  -5.932  -2.687  -0.084  -0.04
C  -6.742  -2.562  1.043  -0.02
C  -6.181  -2.330  2.292  -0.03
C  -4.812  -2.218  2.412  0.00
H  4.098  -0.562  -1.994  0.13
H  5.919  2.269  -1.083  0.15
H  5.615  3.366  1.141  0.14
H  4.115  2.306  2.812  0.14
H  2.970  0.156  2.335  0.13
H  3.933  -2.083  0.017  0.18
H  2.247  -2.798  1.141  0.15
H  0.005  -2.148  2.239  0.16
H  -2.297  -2.187  2.571  0.14
H  -3.961  -2.704  -0.855  0.06
H  -6.376  -2.896  -1.047  0.12
H  -7.815  -2.659  0.945  0.13
H  -6.812  -2.251  3.166  0.12
H  -4.369  -2.048  3.386  0.12
F  0.984  2.050  0.310  0.14
C  -0.173  2.350  -0.319  -0.56
F  -1.090  1.498  0.154  0.15
F  -0.516  3.581  -0.006  0.23
C  -0.004  2.149  -1.857  -0.23
O  -0.064  0.797  -2.168  -0.30
C  1.362  2.722  -2.327  -0.55
F  1.408  2.858  -3.639  0.23
F  1.643  3.878  -1.745  0.21
F  2.338  1.837  -1.981  0.12
C  -1.176  2.846  -2.621  -0.57
F  -2.327  2.568  -2.012  0.20
F  -0.997  4.161  -2.642  0.21
F  -1.236  2.387  -3.861  0.21

[3]
DFT (ωB97M-V/def2-TZVPD) results for an isolated molecule of C20H14BrN3 at a distorted geometry.

SMILES	Brc1ccc(-c2cn3c(n2)CCc2ccc4cccnc4c2-3)cc1
HOMO level	-7.54	eV
LUMO level	-0.46	eV

Each line ends with the Löwdin charge.
Atoms and positions in Å:
Br  -2.650  2.120  7.078  0.67
N  1.339  -0.765  1.921  0.17
N  -0.897  1.364  -2.008  0.11
C  1.673  -0.815  0.648  -0.32
C  0.170  0.056  1.928  -0.19
C  -0.185  0.430  0.614  -0.02
C  -1.394  2.184  -2.892  -0.15
C  -2.549  1.421  4.204  -0.10
C  -0.595  1.031  5.457  -0.18
C  -2.017  0.935  2.950  0.02
C  0.091  0.637  4.328  -0.02
C  -1.341  1.879  -4.265  -0.06
C  1.248  -2.121  -3.324  0.01
C  -1.836  1.476  5.423  -0.66
C  -0.592  0.604  3.100  -0.14
C  1.428  -1.685  -1.972  -0.12
C  0.655  -0.574  -1.566  -0.04
C  -0.760  0.689  -4.703  0.00
C  0.443  -1.310  -4.188  -0.04
C  -0.167  0.202  -2.357  -0.12
C  -0.184  -0.185  -3.724  -0.19
N  0.658  -0.283  -0.124  0.03
C  2.766  -1.609  0.120  -0.12
C  2.209  -2.585  -0.971  -0.09
H  -1.027  1.034  0.363  0.10
H  -1.919  3.002  -2.435  0.11
H  -3.639  1.569  4.219  0.10
H  -0.082  1.096  6.359  0.08
H  -2.592  0.856  2.085  0.08
H  1.065  0.291  4.489  0.10
H  -1.697  2.778  -4.923  0.13
H  1.604  -3.132  -3.649  0.13
H  -0.904  0.362  -5.760  0.13
H  0.249  -1.582  -5.214  0.11
H  3.503  -1.026  -0.392  0.11
H  3.322  -1.963  1.023  0.14
H  3.068  -3.089  -1.409  0.11
H  1.537  -3.289  -0.432  0.13

[4]
DFT (ωB97M-V/def2-TZVPD) results for a structure of composition C20H14BrN3O4 at a distorted geometry.

HOMO level	-8.10	eV
LUMO level	-1.20	eV

Each line ends with the Löwdin charge.
Atoms and positions in Å:
O  -4.068  -3.375  -1.570  0.13
C  -3.975  -2.214  -1.853  -0.61
N  -3.152  -1.706  -2.752  0.20
N  -2.071  -0.872  -2.780  0.11
C  -1.163  -0.644  -1.842  -0.26
C  -0.223  0.375  -1.649  0.03
C  0.687  0.607  -0.528  0.02
C  0.800  -0.498  0.252  -0.35
C  -0.056  -1.580  0.312  -0.04
C  -1.121  -1.680  -0.631  0.05
H  -1.641  -2.745  -0.528  0.15
H  0.076  -2.356  1.132  0.13
N  1.566  -0.133  1.284  0.02
H  1.836  -1.201  2.021  0.27
O  2.796  0.484  1.089  -0.19
C  3.885  0.042  1.913  -0.49
O  3.770  -0.914  2.403  0.23
C  5.068  0.886  1.676  -0.20
C  5.074  1.946  0.938  -0.67
C  6.347  2.721  1.033  -0.11
C  7.572  2.178  1.307  -0.03
C  7.548  0.867  2.166  0.02
C  6.271  0.150  2.150  0.03
H  6.214  -0.739  2.723  0.09
H  8.471  0.273  2.144  0.09
H  8.368  2.657  1.266  0.00
H  6.318  3.901  0.416  0.18
Br  3.624  2.823  0.311  0.99
H  1.393  1.349  -0.584  0.04
H  -0.358  1.003  -2.467  0.09
C  -4.701  -1.226  -1.249  -0.21
C  -4.316  -0.444  -0.159  -0.01
C  -5.245  0.436  0.533  -0.08
C  -6.419  0.910  -0.141  -0.10
C  -6.760  0.221  -1.280  0.02
C  -5.938  -1.003  -1.795  -0.11
O  -6.208  -1.461  -3.180  0.00
H  -7.169  -1.147  -3.072  0.11
H  -7.690  0.350  -1.741  0.07
H  -6.971  1.434  0.463  0.04
H  -5.077  1.044  1.553  0.14
H  -3.363  -0.722  0.717  0.19